#A
Computed, not measured: C21H26N2O5S in the gas phase, with ωB97M-V with the def2-TZVPD basis set.

As for the LUMO energy: 0.5 eV. For the HOMO energy, the calculation gives -8.348 eV. The HOMO-LUMO gap comes out at 8.9 eV.

Atoms and positions in Å:
C: 3.618 -0.577 -1.639
H: -1.300 3.041 -2.943
H: -2.940 1.405 -5.151
C: -0.999 2.078 -3.357
H: 2.763 -0.618 1.731
C: 2.257 2.751 2.316
H: -0.746 2.224 -4.404
O: 0.954 -0.195 -1.413
H: 3.838 1.355 2.742
H: -1.524 0.554 -1.219
N: 1.488 0.127 3.140
H: 3.599 1.661 1.012
H: 4.059 -0.619 -0.642
O: 0.289 -1.379 4.733
H: 3.143 0.393 -1.790
H: -4.946 -1.502 -2.733
H: 0.490 -2.833 -2.834
H: 1.470 0.414 1.053
H: 2.219 2.361 4.432
H: -4.761 -0.224 -4.848
H: 0.801 -2.307 0.793
C: 0.647 1.246 3.491
H: -0.131 1.405 2.726
H: 4.383 -0.754 -2.393
N: -0.858 -2.343 -1.345
C: 0.497 -2.548 -1.779
S: 0.824 -1.379 3.405
C: -4.161 -0.777 -2.879
C: -1.128 -1.861 -0.082
H: -1.493 -2.019 -2.060
C: 1.372 -1.303 -1.626
H: 0.867 3.354 3.865
O: 1.829 -2.344 3.061
C: -3.242 -0.561 -1.855
O: -3.414 -1.299 -0.709
C: -2.403 -1.340 0.229
C: 1.504 2.504 3.621
C: -3.025 0.859 -4.223
H: 0.961 -3.364 -1.217
C: -2.708 -0.925 1.516
H: -0.117 1.740 -2.816
C: -0.188 -1.911 0.947
C: -0.506 -1.469 2.213
H: 1.541 2.944 1.513
H: 0.169 0.995 4.438
C: -4.048 -0.059 -4.054
H: 2.902 3.626 2.413
C: 3.089 1.520 1.967
C: -1.757 -0.977 2.522
C: -2.232 0.378 -2.016
C: -2.109 1.085 -3.205
H: -3.702 -0.550 1.708
H: -1.972 -0.656 3.528
C: 2.183 0.293 1.885
O: 2.655 -1.619 -1.766

***

#B
Computed, not measured: C21H26N2O5S in the gas phase, with ωB97M-V with the def2-TZVPD basis set.

As for the LUMO energy: -0.3 eV. For the HOMO energy, the calculation gives -8.454 eV. The HOMO-LUMO gap comes out at 8.1 eV.

Atoms and positions in Å:
H: -6.124 0.570 1.331
C: -5.226 0.100 1.738
H: 7.928 2.889 -0.580
C: -0.664 -1.461 1.057
H: 6.821 2.143 1.369
N: -0.485 -2.174 -0.095
O: -1.665 -1.424 1.718
O: -1.414 0.336 -1.152
C: -4.009 0.996 1.532
S: 0.846 -0.629 1.480
H: 8.734 1.477 0.163
H: -4.525 1.894 -1.787
O: -5.349 4.370 -1.141
C: -4.689 -0.992 -0.439
N: -3.543 -0.124 -0.596
H: -4.108 -1.710 1.503
C: 6.110 0.909 -0.253
H: 3.004 0.364 1.986
C: -4.975 -1.233 1.044
C: 1.647 -1.202 0.030
H: -3.411 3.825 -0.659
C: 3.863 0.513 1.353
C: 4.904 1.304 1.786
H: -4.166 1.972 1.989
H: -4.521 -1.944 -0.940
H: -2.683 1.645 -0.031
H: -5.699 1.811 -0.466
C: 6.027 1.514 0.998
C: -4.451 3.552 -0.428
H: -5.557 -0.512 -0.905
H: -1.426 -1.678 -2.589
C: -2.363 -0.436 -1.161
C: 5.062 0.104 -0.690
H: 3.100 -1.408 -1.391
H: 4.850 1.774 2.757
H: -3.084 -2.206 -2.259
H: 5.146 -0.355 -1.663
C: -4.667 2.064 -0.715
H: -5.209 4.234 -2.085
C: -2.180 -1.806 -1.808
H: 8.939 1.811 -1.573
H: -5.836 -1.895 1.144
H: -5.387 -0.057 2.805
C: 0.735 -2.065 -0.738
C: 8.240 1.852 -0.739
C: 2.879 -0.930 -0.441
O: 7.156 1.037 -1.113
H: -4.640 3.772 0.624
C: -3.673 1.181 0.049
H: -1.272 -3.697 -1.245
O: 0.993 -2.629 -1.774
C: -1.621 -2.781 -0.762
H: -3.151 0.525 2.015
H: -2.364 -3.015 0.003
C: 3.927 -0.100 0.096

***

#C
Computed, not measured: C21H26N2O5S in the gas phase, with ωB97M-V with the def2-TZVPD basis set.

As for the LUMO energy: 0.5 eV. For the HOMO energy, the calculation gives -8.821 eV. The HOMO-LUMO gap comes out at 9.4 eV.

Atoms and positions in Å:
C: -0.287 -2.163 1.318
C: 3.549 1.062 0.802
H: -3.635 -2.834 -0.775
C: 0.411 -0.971 1.343
H: 1.807 -1.304 -1.254
H: 5.064 -0.869 1.024
O: -0.135 3.840 -0.033
H: 2.798 2.694 -0.431
H: 1.364 1.424 2.510
H: 5.631 -0.696 -0.663
H: 1.450 -0.932 1.053
H: -2.016 1.064 2.503
C: 0.580 1.487 1.749
H: -3.260 -1.058 2.472
C: -1.530 0.160 2.165
S: 0.253 2.583 -0.611
C: 2.681 -1.118 -1.898
N: 1.221 1.698 0.458
O: 3.619 -2.156 -1.732
C: 2.579 2.208 0.520
C: -4.835 1.553 0.189
H: 2.695 2.947 1.323
H: -5.151 0.880 0.985
C: -2.230 -1.035 2.148
C: -1.613 -2.196 1.717
H: 3.276 -2.412 0.287
O: 0.979 2.610 -1.852
C: -0.207 0.205 1.752
O: 4.041 0.918 1.906
C: 4.101 -2.193 -0.408
H: -2.160 -3.127 1.704
C: -1.031 0.290 -1.337
H: -0.065 2.343 1.985
C: -1.175 1.537 -0.770
C: 3.277 0.255 -1.561
C: -3.348 -0.158 -0.878
H: -2.467 2.958 0.131
H: 4.828 -3.006 -0.369
H: -4.141 -2.284 -2.398
C: 4.758 -0.866 -0.023
C: -2.398 1.965 -0.286
C: -3.500 1.133 -0.335
H: 4.098 0.464 -2.259
H: -4.797 2.569 0.571
N: 3.813 0.219 -0.216
H: -5.583 1.493 -0.599
H: 2.374 -1.149 -2.944
C: -4.378 -2.255 -1.330
H: 2.508 1.018 -1.670
H: -1.997 -1.541 -1.827
H: 0.202 -3.071 0.995
H: -5.366 -2.685 -1.171
H: -0.073 -0.002 -1.733
O: -4.460 -0.932 -0.853
C: -2.119 -0.563 -1.391

***

Last place for stability: #C